A cluster of 4 separate species, C36H76N4O4 in total in a non-equilibrium geometry, computed with ωB97M-V with the def2-TZVPD basis set.

Last column: Mulliken charge in e.
Element x y z (Å)
C -0.241 -1.073 -0.245  -1.426
C -0.439 0.137 0.727  2.073
C 0.052 1.393 0.041  -2.066
C -1.941 0.338 0.965  -1.205
C -2.536 -0.589 1.996  -0.827
C -1.734 -0.434 3.279  -1.374
C -0.265 -0.817 3.131  2.182
C 0.509 -0.391 4.381  -2.374
C -0.119 -2.355 2.955  -2.040
N 0.260 -0.092 1.983  0.241
O 1.627 -0.375 1.757  -0.469
H 0.054 -1.964 0.308  0.333
H -1.185 -1.323 -0.733  0.257
H 0.518 -0.905 -1.008  0.218
H 1.089 1.361 -0.322  0.502
H -0.526 1.566 -0.870  0.412
H 0.063 2.286 0.671  0.381
H -2.240 1.376 1.133  0.346
H -2.444 0.159 0.005  0.187
H -3.552 -0.265 2.238  0.440
H -2.599 -1.621 1.651  0.289
H -2.155 -1.026 4.098  0.504
H -1.757 0.608 3.622  0.445
H 0.875 0.634 4.247  0.452
H 1.375 -1.008 4.607  0.512
H -0.177 -0.268 5.222  0.364
H 0.816 -2.505 2.414  0.448
H -0.921 -2.797 2.363  0.329
H -0.114 -2.850 3.925  0.494
H 2.063 0.453 1.980  0.349
C 7.310 -1.408 8.337  -1.710
C 7.213 0.036 7.848  1.589
C 7.889 0.934 8.908  -1.950
C 8.049 0.236 6.582  -1.254
C 7.324 -0.232 5.341  -0.537
C 6.091 0.672 5.242  -1.448
C 5.129 0.441 6.374  2.051
C 4.022 1.493 6.355  -1.600
C 4.449 -0.956 6.279  -1.990
N 5.860 0.544 7.647  0.033
O 5.064 0.347 8.780  -0.451
H 6.929 -2.057 7.542  0.377
H 8.363 -1.690 8.397  0.445
H 6.808 -1.593 9.281  0.370
H 7.317 0.893 9.840  0.395
H 8.899 0.575 9.101  0.393
H 7.861 1.983 8.617  0.455
H 8.300 1.290 6.464  0.380
H 8.999 -0.290 6.717  0.476
H 7.935 -0.112 4.443  0.342
H 6.955 -1.259 5.338  0.320
H 5.590 0.510 4.278  0.420
H 6.369 1.727 5.153  0.402
H 3.716 1.753 7.371  0.384
H 3.126 1.154 5.834  0.147
H 4.358 2.459 5.970  0.415
H 5.004 -1.767 6.750  0.281
H 4.299 -1.247 5.237  0.321
H 3.480 -0.902 6.778  0.622
H 4.719 -0.556 8.731  0.354
C -7.244 0.981 -1.778  -2.353
C -6.596 -0.282 -2.340  2.057
C -5.101 -0.269 -1.975  -1.905
C -7.325 -1.465 -1.714  -1.464
C -7.067 -2.794 -2.411  -0.586
C -7.438 -2.635 -3.876  -1.430
C -6.631 -1.535 -4.569  1.764
C -5.141 -1.896 -4.727  -1.807
C -7.235 -1.323 -5.972  -1.752
N -6.836 -0.321 -3.778  0.259
O -6.424 0.851 -4.458  -0.434
H -6.664 1.861 -2.085  0.499
H -8.236 1.145 -2.204  0.506
H -7.214 0.976 -0.691  0.445
H -4.869 0.422 -1.155  0.475
H -4.771 -1.267 -1.683  0.299
H -4.460 0.135 -2.760  0.387
H -7.152 -1.498 -0.633  0.386
H -8.403 -1.258 -1.757  0.423
H -6.008 -3.051 -2.290  0.291
H -7.603 -3.614 -1.932  0.379
H -8.493 -2.362 -3.949  0.429
H -7.263 -3.575 -4.407  0.480
H -4.982 -2.694 -5.453  0.397
H -4.652 -2.088 -3.776  0.299
H -4.654 -1.012 -5.155  0.465
H -7.819 -2.184 -6.298  0.399
H -6.524 -0.932 -6.692  0.344
H -8.036 -0.579 -5.869  0.401
H -7.206 1.403 -4.365  0.351
C 1.644 3.100 -3.676  -1.951
C 1.623 1.900 -4.630  1.714
C 3.059 1.721 -5.175  -1.606
C 1.213 0.707 -3.775  -0.941
C 0.835 -0.491 -4.640  -0.882
C -0.296 -0.073 -5.558  -1.064
C 0.047 1.072 -6.496  1.831
C 0.913 0.659 -7.684  -1.831
C -1.286 1.609 -7.050  -2.137
N 0.626 2.131 -5.657  0.312
O 0.937 3.309 -6.390  -0.534
H 2.345 2.901 -2.861  0.376
H 1.975 4.016 -4.171  0.454
H 0.671 3.348 -3.247  0.363
H 3.710 1.155 -4.505  0.327
H 3.066 1.254 -6.157  0.325
H 3.542 2.696 -5.276  0.409
H 2.019 0.454 -3.081  0.568
H 0.381 0.946 -3.102  0.000
H 1.763 -0.716 -5.183  0.296
H 0.553 -1.388 -4.089  0.360
H -1.118 0.303 -4.937  0.209
H -0.708 -0.938 -6.083  0.495
H 1.321 1.543 -8.173  0.388
H 0.403 -0.021 -8.365  0.423
H 1.781 0.091 -7.328  0.328
H -1.780 0.781 -7.559  0.412
H -1.105 2.452 -7.718  0.521
H -1.951 1.961 -6.258  0.452
H 0.084 3.743 -6.485  0.367

Kohn-Sham gap: 8.69 eV
energy above the lowest of the compared OMol25 structures with the same formula, charge and spin: 8.7 kcal/mol
HOMO: -8.141 eV
strongest force on any atom: 1.71 eV Å⁻¹
LUMO: 0.55 eV


A cluster of 6 separate species, C36H76N8O6PS2 in total in a non-equilibrium geometry, computed with ωB97M-V with the def2-TZVPD basis set.

Last column: Mulliken charge in e.
Element x y z (Å)
C 1.639 4.068 5.566  -1.659
C 1.553 4.382 4.080  0.427
C 2.658 4.676 3.312  -0.583
C 2.506 4.989 1.984  -0.899
C 1.262 5.024 1.408  -0.880
C 0.156 4.711 2.164  0.865
C -1.228 4.767 1.489  -0.825
C -2.320 5.201 2.459  -0.068
C -3.802 5.127 1.987  -0.074
C -4.415 3.817 1.472  -1.133
C -3.978 2.516 2.207  -0.665
S -3.650 1.204 0.954  -0.176
C -1.899 1.058 1.060  0.565
N -1.356 0.751 2.174  -0.158
N 0.007 0.681 1.943  -0.226
C 0.170 0.962 0.718  -0.243
O -0.996 1.201 0.058  -0.246
N -4.411 5.799 3.175  0.084
C -3.631 6.714 3.617  -0.450
C -2.352 6.752 2.792  -0.050
P -2.331 7.958 1.370  0.223
S -1.926 9.755 1.971  -0.336
C 0.293 4.388 3.495  0.302
H 1.271 4.950 6.106  0.349
H 2.642 3.787 5.885  0.378
H 0.901 3.283 5.769  0.393
H 3.623 4.647 3.812  0.484
H 3.396 5.211 1.400  0.421
H 1.178 5.294 0.358  0.458
H -1.458 3.763 1.106  0.097
H -1.167 5.461 0.647  0.402
H -2.362 4.635 3.396  0.232
H -4.073 5.836 1.190  0.033
H -5.509 3.869 1.545  0.469
H -4.108 3.724 0.428  0.490
H -3.071 2.612 2.808  0.261
H -4.799 2.123 2.810  0.499
H 1.125 1.010 0.216  0.432
H -5.309 5.595 3.605  0.309
H -3.806 7.362 4.473  0.470
H -1.452 7.022 3.358  0.564
H -3.583 7.912 0.706  0.085
H -1.375 7.572 0.405  0.103
H -0.555 4.144 4.130  0.228
C -0.585 -1.926 -1.813  -1.539
C -0.798 -3.038 -0.788  1.321
C 0.415 -3.967 -0.617  -0.636
O 0.593 -4.897 -1.666  -0.441
C 1.225 -4.376 -2.822  -0.369
N -2.009 -3.782 -1.147  -0.693
H -0.669 -2.278 -2.841  0.221
H -1.340 -1.148 -1.683  0.331
H 0.397 -1.462 -1.690  0.295
H -0.971 -2.557 0.182  -0.304
H 0.251 -4.569 0.282  0.243
H 1.336 -3.396 -0.446  0.399
H 1.981 -3.625 -2.572  0.297
H 0.484 -3.955 -3.505  -0.003
H 1.717 -5.203 -3.336  0.259
H -2.215 -4.451 -0.410  0.314
H -1.779 -4.367 -1.948  0.260
C -0.834 -3.105 6.036  -1.564
C -0.840 -2.193 4.813  0.269
C -0.734 -2.950 3.475  -0.030
O 0.563 -3.433 3.174  -0.182
C 0.913 -4.643 3.827  -0.795
N 0.226 -1.197 4.959  -0.548
H 0.164 -3.469 6.278  0.284
H -1.194 -2.563 6.911  0.372
H -1.487 -3.968 5.888  0.362
H -1.799 -1.665 4.808  0.466
H -0.976 -2.247 2.672  -0.265
H -1.473 -3.761 3.416  0.509
H 0.057 -5.312 3.946  0.380
H 1.363 -4.429 4.799  0.204
H 1.665 -5.148 3.221  0.252
H 0.159 -0.525 4.199  0.315
H 1.108 -1.670 4.776  -0.022
C -1.639 -5.379 -5.498  -1.375
C -1.591 -4.503 -6.745  0.367
C -1.446 -5.293 -8.054  -0.758
O -0.146 -5.800 -8.298  -0.396
C 0.168 -6.998 -7.611  -0.598
N -0.517 -3.515 -6.585  -0.413
H -0.654 -5.745 -5.210  0.231
H -2.024 -4.805 -4.652  0.259
H -2.296 -6.239 -5.641  0.402
H -2.542 -3.964 -6.798  0.391
H -1.649 -4.609 -8.882  0.369
H -2.191 -6.096 -8.121  0.450
H -0.704 -7.651 -7.510  0.298
H 0.592 -6.783 -6.628  0.178
H 0.929 -7.522 -8.190  0.261
H -0.555 -2.865 -7.366  0.065
H 0.364 -4.005 -6.720  0.288
C 4.343 -2.120 4.871  -1.148
C 4.936 -1.692 6.204  0.505
C 4.533 -0.261 6.595  -0.715
O 5.197 0.769 5.882  -0.430
C 4.661 1.020 4.592  -0.543
N 6.390 -1.874 6.159  -0.752
H 4.876 -1.695 4.021  0.211
H 4.396 -3.205 4.762  0.414
H 3.293 -1.830 4.797  0.042
H 4.539 -2.358 6.976  0.440
H 4.800 -0.110 7.644  0.378
H 3.445 -0.125 6.525  0.363
H 3.577 0.878 4.563  0.199
H 5.147 0.387 3.848  0.288
H 4.885 2.056 4.335  0.224
H 6.775 -1.685 7.081  0.274
H 6.773 -1.132 5.579  0.315
C -1.907 1.009 -7.942  -1.642
C -0.738 0.154 -7.464  0.730
C 0.372 0.955 -6.767  -0.746
O 1.208 1.695 -7.637  -0.414
C 0.675 2.932 -8.073  -0.652
N -0.217 -0.616 -8.600  -0.709
H -1.677 1.555 -8.857  0.291
H -2.770 0.379 -8.160  0.400
H -2.207 1.730 -7.178  0.348
H -1.136 -0.553 -6.729  0.280
H 1.035 0.242 -6.267  0.309
H -0.038 1.605 -5.982  0.434
H 0.069 3.411 -7.297  0.295
H 0.085 2.802 -8.983  0.223
H 1.512 3.587 -8.314  0.267
H 0.491 -1.263 -8.260  0.264
H 0.309 0.030 -9.184  0.320

Kohn-Sham gap: 5.54 eV
energy above the lowest of the compared OMol25 structures with the same formula, charge and spin: 27.5 kcal/mol
HOMO: -10.392 eV
total charge: +1
strongest force on any atom: 2.16 eV Å⁻¹
LUMO: -4.85 eV


A cluster of 5 separate species, C36H77N7O12PS2 in total in a non-equilibrium geometry, computed with ωB97M-V with the def2-TZVPD basis set.

Last column: Mulliken charge in e.
Element x y z (Å)
C -0.170 -5.113 0.825  -1.162
C -0.639 -4.933 2.270  -0.575
C -1.112 -3.518 2.568  -0.814
C -0.078 -2.476 2.131  0.846
C 0.119 -1.305 3.113  -2.110
C 0.408 0.041 2.435  -0.799
C -0.767 0.992 2.101  2.378
C -2.125 0.516 2.618  -2.586
C -2.836 -0.662 1.957  -0.202
C -4.242 -0.261 1.482  -1.480
S -4.854 -1.361 0.173  -0.283
C -5.681 -0.165 -0.880  0.204
S -5.032 0.059 -2.368  -0.207
N -6.750 0.491 -0.384  0.202
C -7.717 -0.362 0.358  -0.641
C -7.496 -0.427 1.863  -1.264
C -7.415 1.384 -1.341  -0.939
C -8.283 0.683 -2.393  -1.057
O -0.475 2.186 2.866  -0.406
C -0.717 3.497 2.386  0.533
O 0.402 4.176 2.791  -0.399
C 0.429 5.590 2.504  -0.631
C 1.419 5.978 1.443  -0.008
C 1.757 7.457 1.515  -1.520
P -2.192 4.121 3.418  0.928
O -1.932 5.373 4.093  -0.729
O -3.528 4.231 2.558  -0.595
O -2.470 2.967 4.488  -0.485
C -0.839 3.663 0.856  -1.288
O -1.614 4.745 0.496  -0.508
N -1.411 2.417 0.113  0.595
O -2.785 2.390 0.343  -0.424
C -0.631 1.241 0.583  -1.322
N -0.723 0.052 -0.273  1.497
C -1.878 0.053 -1.182  -0.578
C 0.428 -0.057 -1.172  0.374
C 1.277 -1.264 -1.080  -1.186
O 0.683 0.783 -1.986  -0.680
H -0.680 -4.465 0.120  0.160
H 0.876 -4.832 0.770  0.336
H -0.195 -6.141 0.504  0.424
H 0.203 -5.108 2.923  0.074
H -1.418 -5.654 2.479  0.533
H -2.032 -3.403 2.002  0.123
H -1.379 -3.422 3.612  0.463
H -0.311 -2.122 1.136  -0.716
H 0.868 -2.996 2.052  0.898
H 1.032 -1.557 3.636  0.734
H -0.644 -1.282 3.879  0.422
H 0.992 -0.182 1.555  -0.450
H 1.080 0.581 3.083  0.647
H -2.799 1.360 2.590  0.147
H -2.003 0.318 3.670  1.013
H -2.305 -1.163 1.163  0.082
H -3.012 -1.419 2.705  0.626
H -4.894 -0.386 2.333  0.966
H -4.314 0.781 1.210  0.463
H -7.810 -1.342 -0.084  0.370
H -8.680 0.104 0.218  0.557
H -8.438 -0.380 2.386  0.463
H -7.077 -1.392 2.117  0.320
H -6.817 0.333 2.212  0.238
H -6.727 2.077 -1.786  0.478
H -8.084 1.994 -0.744  0.579
H -9.280 1.092 -2.436  0.314
H -8.292 -0.391 -2.281  0.337
H -7.836 0.867 -3.359  0.374
H -0.541 6.028 2.335  0.376
H 0.775 6.071 3.409  0.658
H 1.057 5.769 0.439  0.034
H 2.295 5.382 1.612  0.352
H 2.455 7.674 0.718  0.414
H 2.209 7.725 2.459  0.403
H 0.878 8.053 1.304  0.356
H -4.013 3.401 2.493  0.406
H -3.196 3.325 5.019  0.371
H 0.144 3.790 0.421  0.935
H -1.500 4.882 -0.451  0.465
H -1.221 2.599 -0.874  0.839
H -3.226 2.078 -0.464  0.391
H 0.397 1.596 0.499  0.290
H -2.811 0.188 -0.667  -0.898
H -1.947 -0.907 -1.675  0.222
H -1.822 0.810 -1.966  0.633
H 1.910 -1.337 -1.952  0.333
H 0.703 -2.163 -0.897  0.361
H 1.941 -1.160 -0.226  0.400
C 5.138 2.712 -0.251  -1.817
C 3.758 2.166 -0.523  1.149
O 2.873 2.130 0.345  -0.495
N 3.515 1.704 -1.747  0.211
C 4.398 1.658 -2.904  -1.127
H 5.197 3.038 0.778  0.328
H 5.888 1.938 -0.411  0.422
H 5.347 3.562 -0.901  0.411
H 2.583 1.331 -1.854  -0.095
H 3.944 2.217 -3.720  0.327
H 4.509 0.621 -3.214  0.205
H 5.375 2.075 -2.686  0.431
C 0.518 -1.890 -4.740  -0.837
C 2.017 -2.018 -4.880  0.953
O 2.783 -1.793 -3.950  -0.691
N 2.498 -2.394 -6.085  -0.160
C 1.758 -2.701 -7.298  -0.915
H 0.286 -1.582 -3.726  -0.332
H 0.132 -1.138 -5.429  0.394
H 0.032 -2.846 -4.935  0.438
H 3.504 -2.461 -6.112  0.192
H 1.970 -3.725 -7.606  0.317
H 2.069 -2.026 -8.096  0.296
H 0.690 -2.594 -7.144  0.332
C 1.734 -7.160 5.615  -1.393
C 1.591 -5.663 5.754  0.810
O 0.593 -5.071 5.370  -0.621
N 2.618 -4.985 6.327  -0.153
C 3.871 -5.513 6.840  -0.874
H 0.839 -7.552 5.144  0.285
H 2.595 -7.407 4.993  0.382
H 1.847 -7.627 6.594  0.429
H 2.458 -3.993 6.391  0.228
H 3.962 -5.276 7.900  0.298
H 4.707 -5.055 6.309  0.291
H 3.922 -6.589 6.715  0.327
C 5.868 -0.278 -5.618  -0.719
C 6.090 1.079 -6.245  0.677
O 5.267 1.978 -6.157  -0.648
N 7.250 1.273 -6.920  -0.161
C 8.339 0.334 -7.131  -0.810
H 4.904 -0.285 -5.121  -0.228
H 5.868 -1.056 -6.382  0.461
H 6.645 -0.487 -4.882  0.365
H 7.335 2.197 -7.313  0.242
H 9.259 0.740 -6.710  0.282
H 8.486 0.178 -8.200  0.281
H 8.129 -0.621 -6.662  0.316

Kohn-Sham gap: 7.89 eV
HOMO: -10.516 eV
total charge: +1
strongest force on any atom: 1.53 eV Å⁻¹
LUMO: -2.63 eV